(1)
107
Properties=species:S:1:pos:R:3 method="wB97M-V/def2-TZVPD" total_charge=-1 fmax_ev_per_a=0.309 homo_lumo_gap_ev="7.4 / 7.3" homo_energy_ha="-0.189 / -0.186" spin_multiplicity=2 s_squared=0.755 e_tot_ev=-129060.6269
Ti -1.08 0.65 0.11
O -0.31 -1.24 -0.33
C -1.05 -2.36 0.12
C -1.90 -2.00 1.31
C -2.41 -2.96 2.17
C -3.25 -2.55 3.19
C -3.55 -1.21 3.33
C -2.98 -0.31 2.45
N -2.16 -0.70 1.46
H 0.67 -1.38 0.01
H -0.37 -3.17 0.40
H -1.69 -2.70 -0.69
H -2.14 -4.00 2.03
H -3.66 -3.28 3.88
H -4.19 -0.85 4.12
H -3.16 0.75 2.51
O 0.51 0.73 1.79
C 0.21 1.69 2.81
C -0.90 2.64 2.26
O -1.16 3.68 2.82
O -1.54 2.14 1.24
C 1.46 2.45 3.25
C 1.35 3.36 4.30
C 2.46 4.08 4.73
C 3.69 3.89 4.12
C 3.81 2.99 3.08
C 2.70 2.27 2.65
C -0.37 0.89 3.98
C 0.03 -0.43 4.16
C -0.46 -1.18 5.21
C -1.37 -0.63 6.11
C -1.77 0.69 5.93
C -1.28 1.44 4.87
H 1.30 0.99 1.29
H 0.40 3.53 4.77
H 2.35 4.78 5.54
H 4.56 4.45 4.46
H 4.76 2.83 2.59
H 2.86 1.58 1.83
H 0.72 -0.89 3.46
H -0.14 -2.21 5.32
H -1.75 -1.21 6.93
H -2.48 1.13 6.62
H -1.62 2.46 4.73
C -4.44 1.74 -0.52
Si -3.29 0.44 -1.30
C -4.27 -1.20 -1.11
C -3.36 0.79 -3.16
C -3.55 -0.22 -4.11
C -3.58 0.06 -5.48
C -3.42 1.37 -5.92
C -3.24 2.39 -4.99
C -3.21 2.10 -3.64
H -5.36 1.86 -1.10
H -3.95 2.71 -0.44
H -4.72 1.44 0.49
H -5.25 -1.11 -1.58
H -4.43 -1.43 -0.05
H -3.76 -2.05 -1.56
H -3.67 -1.24 -3.79
H -3.72 -0.74 -6.19
H -3.43 1.59 -6.98
H -3.10 3.41 -5.33
H -3.04 2.90 -2.93
O 1.36 3.28 -2.29
Cl 0.47 3.05 -1.20
O 0.84 3.82 -0.05
O -0.89 3.27 -1.57
O 0.59 1.60 -0.81
O 0.89 -2.98 2.37
C 1.91 -2.57 1.84
N 1.97 -1.80 0.72
S 3.49 -1.45 0.28
O 3.73 -0.03 0.39
O 3.84 -2.08 -0.96
C 4.27 -2.29 1.63
C 5.61 -2.40 1.94
C 5.94 -3.12 3.08
C 4.94 -3.70 3.87
C 3.60 -3.57 3.54
C 3.28 -2.86 2.40
H 6.38 -1.95 1.32
H 6.98 -3.24 3.36
H 5.23 -4.25 4.76
H 2.82 -4.01 4.14
C 0.20 -1.37 -3.82
N 0.74 -1.80 -5.12
C 0.21 -0.89 -6.14
N 0.56 0.51 -5.89
C 0.01 0.87 -4.56
N 0.54 0.01 -3.51
C 2.00 0.13 -3.49
N 2.59 -0.25 -4.79
C 2.20 -1.63 -5.07
C 2.01 0.61 -5.82
H 0.61 -2.02 -3.04
H -0.88 -1.47 -3.84
H -0.87 -0.99 -6.16
H 0.62 -1.19 -7.11
H -1.07 0.77 -4.59
H 0.27 1.90 -4.34
H 2.42 -0.51 -2.72
H 2.27 1.17 -3.27
H 2.61 -2.27 -4.29
H 2.62 -1.93 -6.03
H 2.44 0.34 -6.79
H 2.28 1.65 -5.60

(2)
107
Properties=species:S:1:pos:R:3 method="wB97M-V/def2-TZVPD" total_charge=+1 fmax_ev_per_a=0.868 homo_lumo_gap_ev=6.2 homo_energy_ha=-0.350 spin_multiplicity=1 e_tot_ev=-209549.9632
Ti 0.22 -0.42 0.14
C -4.74 0.43 -0.35
N -3.28 0.35 -0.19
P -2.66 0.78 1.28
C -3.59 -0.04 2.55
C -3.56 -1.43 2.57
C -4.29 -2.13 3.52
C -5.05 -1.43 4.45
C -5.09 -0.05 4.43
C -4.36 0.65 3.48
C -2.74 2.54 1.54
C -3.29 3.41 0.60
C -3.27 4.78 0.83
C -2.71 5.27 2.00
C -2.17 4.41 2.94
C -2.19 3.04 2.72
P -2.28 -0.60 -1.25
C -3.15 -2.19 -1.22
C -2.63 -3.20 -0.40
C -3.34 -4.37 -0.20
C -4.57 -4.56 -0.82
C -5.08 -3.58 -1.65
C -4.38 -2.39 -1.84
C -2.72 0.21 -2.84
C -2.88 1.59 -2.86
C -3.18 2.25 -4.04
C -3.32 1.54 -5.22
C -3.17 0.16 -5.21
C -2.86 -0.50 -4.03
H -5.21 -0.52 -0.08
H -4.98 0.68 -1.38
H -5.15 1.21 0.30
H -2.96 -1.97 1.85
H -4.26 -3.21 3.53
H -5.62 -1.98 5.19
H -5.68 0.49 5.16
H -4.39 1.73 3.47
H -3.73 3.02 -0.31
H -3.70 5.45 0.10
H -2.69 6.34 2.17
H -1.73 4.80 3.85
H -1.75 2.37 3.45
H -1.67 -3.06 0.07
H -2.93 -5.14 0.44
H -5.12 -5.48 -0.67
H -6.03 -3.72 -2.14
H -4.80 -1.62 -2.47
H -2.78 2.16 -1.95
H -3.30 3.33 -4.04
H -3.55 2.05 -6.15
H -3.28 -0.41 -6.12
H -2.72 -1.57 -4.04
C -1.80 -4.58 -3.50
N -0.38 -4.53 -3.20
C 0.45 -5.63 -3.24
C 1.70 -5.17 -3.06
N 1.65 -3.80 -2.91
B 2.90 -2.88 -2.85
N 3.34 -2.66 -1.35
C 4.14 -3.56 -0.68
C 4.54 -2.99 0.48
N 3.98 -1.74 0.52
C 4.29 -0.76 1.55
C 3.25 -1.55 -0.60
S 2.35 -0.11 -1.00
C 0.36 -3.41 -2.99
S -0.23 -1.81 -2.97
H -1.96 -5.17 -4.40
H -2.14 -3.56 -3.66
H -2.36 -5.02 -2.67
H 0.08 -6.63 -3.41
H 2.64 -5.69 -3.06
H 2.68 -1.82 -3.36
H 3.81 -3.49 -3.36
H 4.39 -4.51 -1.12
H 5.19 -3.35 1.26
H 3.78 -1.01 2.48
H 3.97 0.22 1.22
H 5.37 -0.76 1.71
O 0.37 -2.16 0.36
As 0.01 -1.36 3.85
O -1.16 -0.43 4.47
O -1.20 0.33 1.27
C 1.63 -0.55 4.62
C 2.13 -1.09 5.80
C 3.23 -0.53 6.43
C 3.86 0.58 5.87
C 3.39 1.12 4.69
C 2.29 0.55 4.08
S 1.69 1.27 2.58
O 0.54 2.08 2.85
O 2.80 1.93 1.93
O 1.29 0.00 1.81
H 0.84 -2.99 0.49
H 1.65 -1.95 6.26
H 3.60 -0.95 7.35
H 4.73 1.01 6.36
H 3.88 1.97 4.23
C 0.95 3.19 -0.31
S -0.07 1.92 -1.10
C 0.59 1.90 -2.77
H 0.82 4.11 -0.87
H 1.99 2.89 -0.28
H 0.58 3.32 0.70
H 1.68 1.90 -2.75
H 0.22 2.78 -3.30
H 0.24 0.99 -3.26